Computed, not measured: a molecular structure, C17H15AuN3OS2, with ωB97M-V with the def2-TZVPD basis set.

The electronic energy is -1828.06081 hartree. The LUMO energy (alpha / beta) comes out at -3.49 / -5.98 eV. The largest force on an atom is 0.0089 hartree/bohr.

```
! RIJCOSX wB97M-V def2-TZVPD def2/J DEFGRID3
* xyz 1 3
Au -0.428 -1.355 -1.251
C -1.315 3.026 -1.036
C -1.450 1.561 -1.342
N -0.467 0.755 -1.081
N 0.675 1.375 -0.617
C 1.672 0.597 -0.310
S 1.757 -1.130 -0.360
S 3.067 1.516 0.192
C 4.151 0.301 0.980
C 3.627 -0.361 2.227
C 2.994 0.361 3.232
C 2.558 -0.278 4.382
C 2.753 -1.644 4.542
C 3.389 -2.368 3.545
C 3.821 -1.728 2.392
C -2.717 1.118 -1.976
C -3.461 2.082 -2.631
C -4.709 1.824 -3.197
C -5.312 0.554 -3.089
C -4.635 -0.439 -2.461
C -3.297 -0.232 -1.932
O -2.714 -1.233 -1.466
H -0.654 3.167 -0.189
H -2.288 3.459 -0.822
H -0.867 3.559 -1.877
H 5.025 0.918 1.208
H 4.470 -0.439 0.247
H 2.839 1.426 3.116
H 2.071 0.294 5.161
H 2.415 -2.138 5.443
H 3.552 -3.431 3.664
H 4.317 -2.296 1.614
H -3.066 3.083 -2.723
H -5.229 2.620 -3.713
H -6.292 0.383 -3.510
H -5.029 -1.440 -2.360
N -0.409 -4.532 -1.290
C -0.409 -3.403 -1.506
H -0.405 -5.531 -1.206
*
```

Atomic partial charges in e from the natural (NBO) method, atoms 1 to 5: Au 0.960; C -0.689; C 0.310; N -0.334; N -0.393


Computed, not measured: a molecular structure, C47H47GeN2O9RbS4SeTe, with ωB97M-V with the def2-TZVPD basis set.

The value obtained for the energy above the lowest of the compared OMol25 structures with the same formula, charge and spin is 20.1 kcal per mole. The electronic energy is -8969.29543 hartree. The LUMO energy comes out at 3.18 eV. The largest force on an atom is 0.0111 hartree/bohr.

```
! RIJCOSX wB97M-V def2-TZVPD def2/J DEFGRID3
* xyz -2 1
Rb -0.298 -0.007 -0.703
S -5.932 2.466 3.864
C -7.292 1.595 3.293
C -6.958 0.781 2.257
C -5.584 0.865 1.912
C -4.887 1.746 2.691
C -3.459 2.070 2.632
C -2.666 1.564 1.575
N -1.374 1.731 1.493
C -0.747 2.418 2.461
C -1.435 3.022 3.522
C -0.701 3.733 4.529
C 0.648 3.778 4.504
C 1.388 3.113 3.468
C 2.790 3.045 3.462
C 3.436 2.341 2.472
C 2.638 1.745 1.471
N 1.333 1.796 1.448
C 0.699 2.452 2.437
C 4.891 2.174 2.419
C 5.584 1.086 1.969
C 6.991 1.260 2.039
C 7.348 2.475 2.537
S 5.972 3.410 2.945
C -2.823 2.829 3.586
H -8.257 1.727 3.753
H -7.663 0.137 1.752
H -5.132 0.279 1.125
H -3.118 0.985 0.777
H -1.255 4.209 5.331
H 1.200 4.295 5.281
H 3.351 3.517 4.262
H 3.114 1.214 0.652
H 5.096 0.187 1.617
H 7.705 0.511 1.728
H 8.341 2.865 2.690
H -3.370 3.246 4.425
O -0.051 0.846 -3.538
S -1.302 1.592 -3.580
O -1.226 2.769 -4.431
O -1.847 1.862 -2.256
C -2.547 0.519 -4.382
C -3.260 1.189 -5.374
C -4.285 0.588 -6.086
C -4.616 -0.725 -5.814
C -3.913 -1.410 -4.835
C -2.883 -0.822 -4.104
S -2.149 -1.966 -2.878
O -2.782 -3.244 -3.154
O -0.716 -1.952 -3.102
O -2.525 -1.421 -1.570
H -2.980 2.213 -5.578
H -4.813 1.151 -6.848
H -5.411 -1.225 -6.356
H -4.150 -2.441 -4.613
O -1.714 -1.430 1.392
C -0.964 -2.151 2.362
C 0.613 -2.145 2.117
O 1.266 -2.596 3.072
O 1.014 -1.678 1.032
C -1.303 -1.388 3.643
C -0.409 -0.505 4.241
C -0.798 0.266 5.329
C -2.089 0.175 5.832
C -2.990 -0.697 5.236
C -2.595 -1.471 4.154
C -1.425 -3.601 2.438
C -1.023 -4.404 3.507
C -1.419 -5.728 3.585
C -2.220 -6.283 2.592
C -2.616 -5.496 1.524
C -2.225 -4.163 1.448
H -1.663 -1.834 0.514
H 0.601 -0.435 3.860
H -0.087 0.950 5.779
H -2.391 0.782 6.678
H -4.006 -0.770 5.609
H -3.304 -2.141 3.681
H -0.376 -3.974 4.259
H -1.095 -6.336 4.422
H -2.525 -7.322 2.650
H -3.229 -5.911 0.734
H -2.561 -3.577 0.602
C 3.439 -3.950 -6.452
Ge 2.327 -3.287 -4.951
C 0.865 -4.547 -4.676
C 1.715 -1.498 -5.427
C 3.528 -3.313 -3.388
Se 2.744 -2.828 -1.661
C 2.778 -0.913 -1.978
H 2.849 -3.993 -7.371
H 3.821 -4.951 -6.244
H 4.290 -3.288 -6.625
H 0.358 -4.754 -5.620
H 0.141 -4.127 -3.978
H 1.246 -5.488 -4.274
H 1.242 -1.530 -6.411
H 2.557 -0.803 -5.478
H 0.980 -1.120 -4.716
H 4.409 -2.688 -3.555
H 3.889 -4.338 -3.267
H 2.063 -0.620 -2.744
H 3.790 -0.617 -2.259
H 2.516 -0.422 -1.044
C 3.640 3.832 -1.146
Te 1.756 3.151 -1.915
C 2.530 2.623 -3.826
H 4.372 3.025 -1.164
H 3.484 4.142 -0.113
H 4.009 4.681 -1.719
H 2.855 3.507 -4.370
H 1.708 2.133 -4.340
H 3.355 1.922 -3.703
*
```

Atomic partial charges in e from the Löwdin method, atoms 1 to 5: Rb 0.843; S 1.022; C -0.436; C -0.185; C -0.101